{"formula": "C37H53N2O2PRe", "method": "the ωB97M-V functional and the def2-TZVPD basis", "s_squared": 3.775, "e_lumo_ev": [-12.7706, -13.7155], "e_above_lowest_ev": 0.061, "charge": 4, "multiplicity": 4, "total_energy_ha": -2119.884465, "homo_lumo_gap_ev": [6.8, 5.8], "e_homo_ha": [-0.71853, -0.71853], "species": ["Re", "N", "C", "C", "C", "C", "C", "C", "C", "C", "N", "C", "H", "H", "H", "H", "H", "H", "H", "H", "O", "P", "C", "C", "C", "C", "C", "C", "C", "C", "C", "C", "C", "C", "C", "C", "C", "C", "C", "C", "H", "H", "H", "H", "H", "H", "H", "H", "H", "H", "H", "H", "H", "H", "H", "H", "H", "H", "H", "H", "H", "H", "H", "H", "H", "H", "H", "H", "H", "H", "H", "H", "H", "C", "C", "C", "C", "C", "C", "C", "O", "C", "C", "C", "H", "H", "H", "H", "H", "H", "H", "H", "H", "H", "H", "H"], "xyz": [[-0.1338, -1.2116, 0.2311], [1.9581, -1.5672, 0.7487], [2.0844, -1.6886, 2.2137], [3.2757, -1.9119, 2.8497], [3.3108, -2.0120, 4.2551], [2.1618, -1.8755, 4.9869], [0.9229, -1.6391, 4.3422], [-0.2909, -1.4496, 5.0349], [-1.4528, -1.1880, 4.3388], [-1.4191, -1.1378, 2.9545], [-0.2895, -1.3396, 2.2560], [0.8963, -1.5622, 2.9359], [2.3300, -2.4206, 0.3228], [2.5666, -0.8138, 0.4195], [4.1956, -2.0118, 2.2836], [4.2562, -2.1931, 4.7482], [2.1863, -1.9422, 6.0676], [-0.3005, -1.4987, 6.1180], [-2.3897, -1.0175, 4.8503], [-2.3130, -0.9246, 2.3828], [-0.0859, 0.6496, 0.0524], [0.5815, 1.8033, -0.9138], [-0.8749, 2.6235, -1.5841], [-0.5799, 3.7147, -2.6469], [-1.7903, 4.6445, -2.7479], [-2.0029, 5.4519, -1.4604], [-1.5368, 4.6795, -0.2189], [-1.7353, 3.1778, -0.4039], [1.5603, 2.8435, 0.1946], [2.5375, 2.0357, 1.0831], [3.9721, 2.1218, 0.5702], [4.4744, 3.5721, 0.6653], [3.3440, 4.5830, 0.4131], [2.2879, 4.0093, -0.5298], [1.6393, 0.7447, -1.9710], [0.9888, -0.5615, -2.4552], [0.1363, -0.4394, -3.7081], [1.0345, 0.0607, -4.8454], [1.6505, 1.4074, -4.4940], [2.4085, 1.3778, -3.1698], [-1.4268, 1.8057, -2.0629], [-0.3973, 3.2483, -3.6104], [0.3092, 4.2938, -2.3939], [-2.6739, 4.0420, -2.9764], [-1.6550, 5.3113, -3.5982], [-3.0588, 5.7037, -1.3655], [-1.4680, 6.3998, -1.5176], [-2.0808, 5.0110, 0.6650], [-0.4832, 4.8928, -0.0163], [-2.7788, 2.9819, -0.6570], [-1.5481, 2.6346, 0.5267], [0.7819, 3.2798, 0.8325], [2.1874, 1.0067, 1.2069], [2.4937, 2.4565, 2.0902], [4.0263, 1.7772, -0.4698], [4.6249, 1.4641, 1.1471], [5.2828, 3.7185, -0.0504], [4.9029, 3.7461, 1.6522], [3.7450, 5.5014, -0.0122], [2.8624, 4.8707, 1.3516], [2.7759, 3.6707, -1.4467], [1.5700, 4.7752, -0.8135], [2.4153, 0.5037, -1.2306], [0.3069, -1.0757, -1.6695], [1.7726, -1.3085, -2.6102], [-0.6873, 0.2626, -3.5487], [-0.2971, -1.4080, -3.9582], [0.4407, 0.1399, -5.7551], [1.8151, -0.6787, -5.0465], [0.8723, 2.1687, -4.4810], [2.3529, 1.7110, -5.2703], [2.7669, 2.3712, -2.9027], [3.3022, 0.7593, -3.2941], [-3.2033, -7.2632, 2.1434], [-3.1690, -5.9318, 1.4972], [-1.9631, -5.4674, 0.8900], [-1.8948, -4.2646, 0.2627], [-0.7428, -4.0619, -0.6926], [-3.0623, -3.4021, 0.2781], [-3.0526, -2.0754, -0.0735], [-2.0165, -1.2871, -0.2560], [-4.3263, -3.9224, 0.7831], [-5.6183, -3.1684, 0.6817], [-4.3259, -5.1592, 1.3896], [-2.2202, -7.5938, 2.4717], [-3.5622, -7.9922, 1.4040], [-3.9109, -7.2922, 2.9711], [-1.1199, -6.1477, 0.8621], [0.0233, -4.8217, -0.5543], [-0.1813, -3.0933, -0.7859], [-1.1265, -4.1443, -1.7149], [-3.9926, -1.5445, -0.1846], [-5.5590, -2.1443, 1.0480], [-6.3909, -3.6721, 1.2567], [-5.9512, -3.1351, -0.3594], [-5.2508, -5.5472, 1.7978]], "forces_ev_per_angstrom": [[0.07, -0.20, -0.50], [-0.02, 0.02, 0.05], [0.03, -0.01, 0.00], [0.01, 0.01, -0.02], [-0.01, 0.00, 0.00], [0.00, 0.00, 0.00], [0.00, 0.00, 0.01], [0.00, -0.01, -0.01], [0.00, -0.01, 0.01], [-0.04, -0.02, -0.03], [-0.03, -0.10, 0.02], [-0.04, 0.02, 0.06], [-0.04, 0.02, -0.07], [0.04, 0.01, 0.05], [0.00, 0.00, 0.00], [0.00, 0.00, 0.00], [0.00, 0.00, 0.00], [0.00, 0.00, 0.00], [0.00, 0.00, 0.00], [0.01, -0.01, 0.01], [0.34, 0.20, 0.27], [-0.19, -0.04, -0.03], [0.01, 0.01, -0.02], [-0.07, 0.01, 0.03], [0.00, 0.01, -0.01], [0.01, 0.00, -0.01], [0.00, 0.00, -0.01], [0.01, 0.00, 0.00], [-0.05, -0.02, -0.03], [-0.02, 0.03, 0.02], [0.03, 0.00, 0.00], [-0.01, 0.00, 0.00], [0.03, -0.01, 0.01], [0.02, 0.00, -0.03], [0.01, -0.06, 0.00], [0.03, 0.13, 0.05], [-0.02, 0.03, -0.02], [0.02, -0.02, 0.01], [0.00, 0.01, -0.01], [0.03, -0.02, -0.02], [0.00, 0.00, -0.02], [0.00, -0.01, -0.01], [0.00, 0.01, 0.00], [0.00, -0.01, 0.00], [0.00, 0.00, 0.00], [0.00, 0.00, 0.00], [0.00, 0.00, 0.00], [-0.01, 0.00, 0.00], [0.02, 0.00, 0.01], [0.00, 0.00, 0.00], [0.01, 0.00, -0.01], [-0.01, -0.01, -0.02], [-0.02, -0.11, 0.03], [0.01, 0.02, -0.03], [0.00, 0.00, 0.00], [-0.01, -0.01, 0.00], [0.00, 0.01, -0.01], [0.00, 0.00, 0.00], [0.00, 0.00, 0.00], [0.00, -0.01, -0.01], [-0.02, 0.04, 0.05], [-0.01, 0.03, 0.02], [0.01, -0.03, -0.01], [-0.04, 0.00, -0.12], [0.01, 0.00, 0.02], [0.00, -0.01, 0.02], [-0.01, 0.00, -0.02], [0.00, -0.01, -0.01], [0.00, 0.00, 0.01], [0.01, 0.00, 0.01], [-0.01, 0.00, -0.01], [-0.02, -0.05, -0.04], [0.01, 0.02, 0.00], [-0.01, -0.02, 0.00], [-0.04, 0.02, 0.00], [-0.01, -0.03, -0.02], [0.00, 0.12, -0.05], [-0.09, -0.10, -0.07], [-0.02, -0.14, 0.08], [-0.09, 0.14, -0.07], [-0.05, -0.12, 0.08], [0.06, 0.07, -0.06], [0.01, 0.00, 0.02], [0.05, -0.04, 0.06], [0.00, 0.00, 0.01], [0.01, 0.00, 0.00], [0.00, 0.00, 0.00], [0.00, 0.01, 0.00], [0.03, 0.03, 0.04], [0.00, 0.16, 0.40], [0.05, -0.02, -0.01], [-0.01, 0.02, -0.01], [0.00, 0.00, 0.02], [0.00, -0.01, -0.03], [0.02, 0.01, -0.01], [0.00, 0.00, 0.00]], "mulliken_charge": [0.048, -0.243, 0.400, -0.451, -0.969, -0.871, 0.312, -0.437, -1.101, -0.090, 0.244, 0.311, 0.521, 0.204, 0.582, 0.471, 0.510, 0.540, 0.495, 0.639, -0.368, -0.775, 0.506, -0.374, -1.067, -0.853, -0.508, -0.992, 0.439, 0.047, -0.501, -0.894, -1.118, -0.465, 1.453, 0.437, -0.678, -1.001, -0.335, -1.011, 0.434, -0.019, 0.399, 0.372, 0.497, 0.321, 0.371, 0.631, -0.012, 0.733, 0.347, 0.617, -0.922, 0.750, 0.125, 0.631, 0.383, 0.338, 0.441, 0.383, 0.038, 0.514, -0.786, -0.381, 1.000, 0.126, 0.508, 0.474, 0.377, -0.112, 0.504, 0.199, 0.593, -1.519, 0.356, -0.994, 0.737, -0.896, 1.418, -0.591, -0.566, 0.885, -1.852, -0.786, 0.434, 0.359, 0.432, 0.501, 0.462, 0.079, 0.360, 0.547, 0.381, 0.423, 0.414, 0.489]}


{"formula": "C37H51IrN2OPSb", "method": "the ωB97M-V functional and the def2-TZVPD basis", "s_squared": 8.771, "e_lumo_ev": [-8.8502, -10.9369], "e_above_lowest_ev": 0.000, "charge": 3, "multiplicity": 6, "total_energy_ha": -2310.084995, "homo_lumo_gap_ev": [6.1, 5.7], "e_homo_ha": [-0.54872, -0.61036], "species": ["Ir", "O", "C", "C", "C", "C", "C", "C", "C", "P", "C", "C", "C", "C", "C", "C", "C", "C", "C", "C", "C", "C", "H", "H", "H", "H", "H", "H", "H", "H", "H", "H", "H", "H", "H", "H", "C", "C", "C", "C", "Sb", "C", "C", "C", "C", "C", "C", "C", "C", "H", "H", "H", "H", "H", "H", "H", "H", "H", "H", "H", "H", "H", "H", "H", "H", "H", "H", "H", "H", "H", "H", "H", "H", "H", "H", "H", "N", "C", "N", "C", "C", "C", "C", "C", "H", "H", "H", "H", "H", "H", "H", "H", "H", "H"], "xyz": [[-0.2045, -0.7557, -0.2538], [-1.1707, -3.3801, -0.6655], [-1.4899, -2.3218, -1.1205], [-2.6425, -1.9592, -1.9433], [-3.5393, -2.9330, -2.3837], [-4.6399, -2.5411, -3.1289], [-4.8460, -1.1964, -3.4144], [-3.9567, -0.2226, -2.9680], [-2.8411, -0.5991, -2.2360], [-1.5928, 0.6069, -1.7053], [-0.4310, 0.8001, -3.0715], [0.6063, 1.7298, -2.9283], [1.5368, 1.8873, -3.9380], [1.4563, 1.1037, -5.0857], [0.4417, 0.1675, -5.2231], [-0.5058, 0.0146, -4.2207], [-2.4714, 2.1487, -1.4317], [-3.4518, 2.1697, -0.4345], [-4.1997, 3.3135, -0.2248], [-3.9694, 4.4436, -1.0038], [-3.0013, 4.4240, -1.9962], [-2.2511, 3.2783, -2.2190], [-3.3699, -3.9739, -2.1442], [-5.3415, -3.2826, -3.4853], [-5.7093, -0.8990, -3.9940], [-4.1395, 0.8195, -3.1962], [0.6751, 2.3392, -2.0340], [2.3156, 2.6322, -3.8424], [2.1788, 1.2347, -5.8800], [0.3736, -0.4323, -6.1202], [-1.3044, -0.7033, -4.3499], [-3.6520, 1.2806, 0.1494], [-4.9735, 3.3257, 0.5304], [-4.5587, 5.3360, -0.8447], [-2.8370, 5.2979, -2.6105], [-1.5160, 3.2662, -3.0118], [-0.2366, 1.7587, 4.7242], [-0.1296, 1.7825, 3.2472], [1.2155, 1.9998, 2.6492], [-1.2936, 2.2829, 2.4715], [-0.3348, -0.8588, 2.3831], [1.3917, -1.8653, 3.3503], [1.5867, -1.4105, 4.7854], [2.6062, -1.5608, 2.4857], [1.0559, -3.3528, 3.2788], [-2.3514, -1.4946, 3.0562], [-2.6275, -1.1139, 4.4986], [-2.3510, -3.0102, 2.8729], [-3.3503, -0.8547, 2.1080], [-0.1426, 2.8086, 5.0465], [0.5728, 1.2217, 5.2121], [-1.2049, 1.4200, 5.0846], [1.3951, 3.0851, 2.6674], [1.2649, 1.7074, 1.5964], [2.0154, 1.5388, 3.2251], [-1.2284, 3.3816, 2.4818], [-2.2490, 2.0216, 2.9228], [-1.2599, 1.9959, 1.4170], [1.9623, -0.3896, 4.8409], [2.3421, -2.0517, 5.2459], [0.6822, -1.4979, 5.3880], [2.8339, -0.4957, 2.4370], [2.4855, -1.9473, 1.4718], [3.4686, -2.0616, 2.9313], [0.2925, -3.6432, 3.9985], [1.9658, -3.9018, 3.5359], [0.7581, -3.6812, 2.2800], [-1.8591, -1.4682, 5.1860], [-3.5683, -1.5795, 4.8012], [-2.7529, -0.0388, 4.6197], [-1.7609, -3.5213, 3.6306], [-2.0168, -3.3262, 1.8816], [-3.3833, -3.3518, 2.9857], [-3.3573, 0.2312, 2.1839], [-4.3487, -1.2079, 2.3764], [-3.1740, -1.1388, 1.0657], [1.7324, -0.5073, -0.8199], [2.8179, -0.6312, -1.2371], [3.9970, -0.7645, -1.7035], [4.2317, -0.9274, -3.1618], [5.0645, 0.2350, -3.6788], [6.3379, 0.4163, -2.8589], [6.0164, 0.5901, -1.3780], [5.2030, -0.5861, -0.8606], [3.2609, -1.0002, -3.6510], [4.7557, -1.8784, -3.2814], [4.4646, 1.1494, -3.6519], [5.3082, 0.0386, -4.7237], [6.8887, 1.2837, -3.2218], [6.9922, -0.4490, -2.9948], [5.4584, 1.5172, -1.2175], [6.9327, 0.6606, -0.7909], [4.8787, -0.4598, 0.1720], [5.7674, -1.5185, -0.9350]], "forces_ev_per_angstrom": [[0.03, 0.03, 0.35], [-0.02, 0.05, -0.06], [-0.11, -0.19, -0.01], [0.00, 0.10, -0.03], [-0.01, 0.03, -0.01], [0.01, -0.01, 0.01], [-0.01, -0.03, 0.00], [0.05, 0.00, 0.04], [0.02, -0.07, -0.02], [0.11, 0.00, -0.12], [-0.02, 0.06, 0.03], [0.00, -0.02, 0.02], [0.00, 0.02, 0.01], [-0.02, -0.02, -0.01], [0.02, 0.01, -0.03], [-0.01, -0.02, 0.01], [0.00, -0.01, 0.05], [0.03, 0.04, -0.05], [-0.01, 0.02, -0.02], [-0.01, -0.01, 0.01], [-0.02, 0.01, 0.01], [0.05, -0.05, 0.02], [0.00, -0.03, 0.00], [0.00, -0.01, 0.00], [-0.02, 0.00, -0.01], [0.01, 0.02, 0.00], [0.00, 0.01, 0.01], [0.01, 0.01, 0.00], [0.01, 0.00, -0.02], [0.00, -0.01, -0.01], [-0.03, -0.02, 0.00], [-0.01, -0.06, 0.06], [-0.02, 0.00, 0.02], [-0.01, 0.02, 0.01], [0.00, 0.02, -0.02], [0.00, 0.00, -0.01], [-0.01, -0.03, 0.02], [0.03, -0.01, -0.04], [0.01, -0.04, -0.05], [-0.02, -0.04, -0.05], [-0.08, 0.11, -0.24], [0.07, -0.02, 0.05], [-0.03, 0.07, 0.00], [-0.04, 0.04, -0.07], [-0.13, -0.02, -0.01], [0.01, -0.03, 0.05], [0.06, 0.06, 0.05], [0.13, -0.06, 0.00], [0.01, 0.06, -0.10], [0.00, 0.03, -0.01], [-0.01, -0.02, 0.00], [0.01, -0.02, 0.00], [-0.01, 0.02, 0.03], [0.00, -0.01, 0.03], [0.02, -0.03, -0.01], [0.01, 0.01, 0.03], [-0.01, -0.01, -0.02], [-0.02, 0.00, 0.03], [0.00, 0.03, 0.02], [0.03, -0.03, 0.00], [-0.01, 0.00, 0.00], [0.01, 0.03, -0.01], [0.00, 0.01, 0.01], [0.04, -0.03, 0.02], [0.02, 0.01, -0.01], [0.03, -0.01, 0.01], [-0.01, -0.02, -0.01], [0.01, 0.00, 0.02], [-0.04, -0.02, 0.00], [0.01, 0.03, 0.03], [-0.01, 0.00, -0.03], [0.01, -0.02, -0.01], [-0.05, 0.00, 0.00], [-0.01, 0.05, -0.01], [-0.04, -0.02, 0.01], [0.00, 0.01, 0.01], [0.04, -0.01, 0.04], [-0.21, 0.02, 0.04], [-0.01, 0.10, -0.06], [0.00, -0.06, -0.11], [-0.02, -0.05, -0.06], [0.02, 0.07, -0.02], [0.02, -0.02, 0.06], [0.10, -0.04, 0.10], [0.02, 0.01, -0.01], [0.00, 0.03, -0.03], [0.00, -0.01, 0.02], [-0.02, 0.00, -0.01], [0.01, -0.03, 0.00], [0.00, -0.02, 0.00], [-0.01, 0.00, 0.00], [-0.01, -0.01, 0.01], [0.03, 0.02, -0.01], [0.02, 0.03, 0.04]], "mulliken_charge": [2.330, -0.365, -0.271, 0.633, -0.632, -0.709, -0.703, -0.439, -0.040, 1.271, 0.239, -0.222, -0.802, -0.733, -0.803, -0.673, 0.304, -0.226, -0.752, -0.685, -0.728, -0.593, 0.573, 0.468, 0.500, 0.575, 0.528, 0.567, 0.479, 0.475, 0.442, 0.439, 0.500, 0.442, 0.482, 0.450, -1.362, 0.937, -1.157, -1.083, -0.163, 1.505, -1.633, -1.665, -1.724, 1.461, -1.577, -1.604, -1.597, 0.467, 0.276, 0.258, 0.519, 0.190, 0.296, 0.599, 0.287, 0.029, 0.339, 0.537, 0.306, 0.256, 0.296, 0.597, 0.375, 0.540, 0.422, 0.308, 0.493, 0.314, 0.409, 0.230, 0.515, 0.165, 0.606, 0.219, -0.394, 0.615, 0.019, -0.745, -0.182, -0.895, -0.590, -0.525, 0.432, 0.349, 0.066, 0.376, 0.348, 0.359, 0.279, 0.379, 0.263, 0.342]}


Q: Which value of charge does entry 1 give?
A: +4